Entry 1:
This record from the Open Molecules 2025 dataset describes a cluster of 3 separate species, C10H23Br4NO3P in total. The level of theory is ωB97M-V/def2-TZVPD.

Last column: Mulliken charge in e.
Geometry (Å):
C 2.780 0.521 -1.279  -0.56
N 1.469 0.557 -1.921  0.08
C 1.288 1.782 -2.710  -0.97
C 0.419 0.461 -0.925  0.36
O 0.523 1.017 0.143  -0.64
C -0.738 -0.417 -1.313  0.01
C -1.592 0.166 -2.455  0.25
C -2.733 -0.791 -2.844  -0.63
O -3.799 -0.499 -2.007  -0.52
P -3.948 1.247 -1.728  -0.10
O -2.178 1.365 -2.096  -0.51
H 2.766 -0.249 -0.511  -0.05
H 3.054 1.472 -0.804  0.31
H 3.538 0.274 -2.024  0.35
H 1.822 2.622 -2.247  0.39
H 1.661 1.638 -3.726  0.26
H 0.236 2.055 -2.769  0.32
H -0.343 -1.376 -1.659  0.43
H -1.334 -0.551 -0.412  -0.35
H -0.934 0.330 -3.320  0.14
H -2.997 -0.619 -3.899  0.31
H -2.443 -1.838 -2.697  0.35
H -5.361 1.120 -1.453  0.01
H -4.211 1.394 -3.155  -0.02
H -3.972 2.675 -1.539  0.01
H -3.622 1.031 -0.338  -0.24
Br 1.505 -2.368 1.184  -0.06
C 2.897 -3.139 2.290  -0.60
C 3.863 -2.098 2.796  -0.56
Br 5.076 -1.485 1.408  -0.14
H 3.397 -3.896 1.693  0.36
H 2.389 -3.611 3.129  0.34
H 4.493 -2.514 3.579  0.37
H 3.348 -1.216 3.165  0.29
Br -1.996 -0.262 2.136  -0.09
C -0.597 0.688 3.065  -0.21
C -0.674 0.537 4.561  -0.62
Br -2.108 1.585 5.358  -0.18
H -0.665 1.722 2.742  0.40
H 0.339 0.267 2.701  -0.06
H 0.241 0.898 5.027  0.39
H -0.856 -0.493 4.852  0.36

Computed properties:
Net charge: -1
LUMO, eV: 1.96
Kohn-Sham gap, eV: 5.891
HOMO energy, eV: -3.9
E, eV: -307833.95911

---

Entry 2:
This record from the Open Molecules 2025 dataset describes a cluster of 2 separate species, C5H15NO in total. The level of theory is ωB97M-V/def2-TZVPD.

Last column: Löwdin spin population.
Geometry (Å):
C 0.484 -0.058 -1.410  0.07
N -0.254 -0.231 -0.190  0.64
C 0.551 -0.063 1.059  0.05
C 1.201 -1.428 1.337  0.02
C -1.598 0.318 -0.194  0.07
C -0.160 -0.795 -2.593  0.02
H 1.504 -0.373 -1.217  0.00
H 0.652 0.997 -1.646  0.04
H -0.130 0.297 1.809  0.00
H 1.240 0.768 0.890  0.02
H 1.769 -1.721 0.453  0.00
H 1.992 -1.307 2.071  0.00
H 0.406 -2.106 1.622  0.00
H -1.811 0.877 -1.101  0.01
H -1.757 0.886 0.705  0.01
H -2.335 -0.481 -0.049  0.03
H 0.568 -1.419 -3.110  0.00
H -0.925 -1.448 -2.189  0.00
H -0.602 -0.181 -3.375  0.00
H 0.412 2.658 2.714  0.00
H -0.665 2.103 1.840  0.00
O -0.538 2.708 2.573  0.00

Computed properties:
Net charge: +1
LUMO (alpha / beta), eV: -2.86 / -7.47
Kohn-Sham gap (alpha / beta), eV: 12.282 / 7.671
HOMO energy (alpha / beta), eV: -15.1 / -15.1
2S+1: 2
E, eV: -8957.00255
ΔE to the lowest compared entry with this formula, charge and spin, kJ/mol: 85.3

---

- Which of these has the highest E?
  C5H15NO

---

- Which value of net charge does entry 1 give?
  -1